(1)
{"formula": "C31H33BrCaIN7O2S", "method": "wB97M-V/def2-TZVPD", "species": ["Ca", "O", "C", "O", "C", "C", "C", "C", "C", "N", "H", "H", "H", "H", "Br", "C", "C", "C", "C", "C", "C", "I", "H", "H", "H", "H", "C", "C", "C", "C", "N", "C", "S", "N", "C", "C", "C", "C", "H", "H", "H", "H", "H", "H", "H", "H", "H", "H", "H", "H", "H", "H", "H", "H", "H", "H", "H", "H", "N", "C", "C", "C", "C", "C", "C", "H", "H", "H", "H", "H", "N", "C", "C", "C", "N", "C", "N"], "coordinates": [[-0.20, 0.11, 0.73], [1.87, 0.10, 4.45], [1.15, -0.02, 3.47], [1.40, 0.26, 2.25], [-0.27, -0.61, 3.73], [-0.53, -1.19, 4.97], [-1.77, -1.75, 5.19], [-2.72, -1.72, 4.19], [-2.39, -1.11, 2.99], [-1.19, -0.57, 2.77], [0.26, -1.18, 5.71], [-1.99, -2.22, 6.14], [-3.71, -2.15, 4.32], [-3.10, -1.05, 2.17], [-5.64, -0.30, -4.35], [-5.78, -1.48, -2.87], [-6.63, -2.57, -3.03], [-6.78, -3.48, -2.00], [-6.10, -3.30, -0.81], [-5.26, -2.21, -0.66], [-5.09, -1.29, -1.69], [-3.77, 0.26, -1.36], [-7.15, -2.70, -3.97], [-7.43, -4.34, -2.14], [-6.19, -4.01, -0.01], [-4.70, -2.09, 0.26], [3.88, 6.32, -0.77], [3.05, 5.04, -0.76], [2.54, 4.70, 0.63], [1.68, 3.45, 0.68], [2.47, 2.24, 0.49], [2.42, 1.47, -0.64], [1.54, 1.90, -2.00], [3.12, 0.32, -0.52], [3.03, -0.79, -1.49], [3.78, -0.53, -2.79], [5.23, -0.07, -2.60], [6.12, -1.13, -1.96], [4.23, 6.57, -1.77], [4.76, 6.22, -0.13], [3.30, 7.16, -0.40], [3.64, 4.20, -1.14], [2.20, 5.13, -1.44], [1.95, 5.54, 1.02], [3.39, 4.58, 1.31], [0.91, 3.49, -0.09], [1.19, 3.38, 1.65], [2.58, 1.70, 1.35], [3.26, 0.02, 0.44], [1.98, -1.07, -1.63], [3.49, -1.64, -0.97], [3.24, 0.20, -3.38], [3.76, -1.47, -3.35], [5.23, 0.82, -1.97], [5.64, 0.22, -3.57], [5.83, -1.33, -0.93], [7.17, -0.82, -1.94], [6.07, -2.08, -2.50], [-0.01, -1.65, -0.43], [-0.35, -2.90, -0.57], [0.59, -4.02, -0.75], [0.21, -5.34, -0.89], [-1.14, -5.75, -0.88], [-2.09, -4.73, -0.72], [-1.73, -3.40, -0.58], [1.64, -3.76, -0.75], [0.99, -6.09, -1.01], [-1.42, -6.79, -1.00], [-3.14, -4.99, -0.72], [-2.49, -2.63, -0.47], [-1.50, 2.11, 0.56], [-2.12, 3.02, 0.91], [-2.87, 4.13, 1.34], [-4.00, 3.94, 2.18], [-4.91, 3.79, 2.87], [-2.47, 5.44, 0.95], [-2.15, 6.50, 0.63]], "nbo_charge": [1.752, -0.684, 0.763, -0.883, 0.113, -0.225, -0.171, -0.259, 0.064, -0.515, 0.242, 0.203, 0.213, 0.203, 0.051, -0.120, -0.233, -0.219, -0.215, -0.147, -0.229, 0.251, 0.218, 0.207, 0.213, 0.222, -0.599, -0.402, -0.394, -0.235, -0.642, 0.296, -0.317, -0.613, -0.245, -0.416, -0.397, -0.608, 0.198, 0.190, 0.195, 0.207, 0.211, 0.200, 0.187, 0.235, 0.203, 0.426, 0.403, 0.290, 0.190, 0.230, 0.195, 0.204, 0.186, 0.204, 0.192, 0.194, -1.299, 0.192, -0.305, -0.233, -0.427, -0.206, -0.372, 0.166, 0.169, 0.173, 0.167, 0.159, -0.589, 0.430, -0.611, 0.323, -0.420, 0.322, -0.421], "orbital_gap_ev": 3.7, "lumo_ev": 3.726, "e_tot_ev": -154629.0467, "charge": -2}



(2)
{"formula": "C5H8Br2N2O2Pb", "method": "wB97M-V/def2-TZVPD", "species": ["C", "C", "Br", "C", "Br", "N", "C", "O", "O", "C", "N", "H", "H", "H", "H", "H", "H", "H", "H", "Pb"], "coordinates": [[1.95, -1.05, -0.37], [2.45, 0.52, -0.65], [4.05, 0.96, -1.84], [1.66, 1.66, -0.03], [2.25, 3.57, -0.41], [0.43, 1.37, 0.85], [-0.72, 1.32, -0.18], [-0.48, 1.54, -1.50], [-2.09, 1.02, 0.30], [-2.49, -0.36, -0.09], [-2.14, -1.31, 1.05], [2.38, -1.71, -1.24], [2.43, -1.48, 0.63], [0.76, -1.10, -0.32], [0.25, 2.17, 1.51], [-3.67, -0.39, -0.25], [-1.95, -0.71, -1.09], [-2.18, -0.76, 1.94], [-1.10, -1.50, 0.91], [-1.77, -3.76, 0.80]], "nbo_charge": [-0.669, -0.063, 0.195, 0.069, 0.174, -0.699, 0.839, -0.498, -0.514, 0.048, -0.995, 0.273, 0.258, 0.151, 0.442, 0.261, 0.229, 0.467, 0.350, 1.682], "orbital_gap_ev": 2.3, "lumo_ev": -11.724, "e_tot_ev": -157697.0915, "charge": 2}



(3)
{"formula": "C4H7ClO", "method": "wB97M-V/def2-TZVPD", "species": ["C", "C", "C", "C", "O", "Cl", "H", "H", "H", "H", "H", "H", "H"], "coordinates": [[1.29, 0.45, 0.81], [0.19, -0.19, 1.19], [0.09, -1.72, 1.31], [-0.27, 1.92, -2.43], [0.12, 3.14, -2.44], [1.40, 2.11, 0.56], [2.16, -0.07, 0.45], [0.66, -2.19, 2.13], [-0.88, -1.98, 1.22], [0.62, -1.97, 0.47], [-0.58, 0.37, 1.65], [-1.07, 1.80, -1.73], [0.89, 3.28, -2.95]], "nbo_charge": [-0.244, -0.180, -0.631, 0.068, -0.630, 0.007, 0.203, 0.220, 0.213, 0.214, 0.198, 0.069, 0.492], "orbital_gap_ev": 9.2, "lumo_ev": 0.845, "e_tot_ev": -18826.9600, "e_above_lowest_ev": 4.5686, "charge": 0}



(4)
{"formula": "C2H2FFeO", "method": "wB97M-V/def2-TZVPD", "species": ["C", "C", "O", "H", "H", "Fe", "F"], "coordinates": [[0.32, -0.19, -0.12], [-0.72, -0.86, -0.51], [1.33, 0.46, -0.23], [-1.67, -0.63, -0.02], [1.13, 1.72, 1.17], [-0.64, -2.13, -2.03], [0.26, 1.64, 1.73]], "nbo_charge": [0.748, -0.988, -0.443, 0.300, 0.578, 1.382, -0.577], "orbital_gap_ev": [7.6, 7.1], "lumo_ev": [-7.052, -7.399], "multiplicity": 5, "e_tot_ev": -41246.5095, "e_above_lowest_ev": 0.0000, "charge": 1}



(5)
{"formula": "C23H27MnN8O5", "method": "wB97M-V/def2-TZVPD", "species": ["Mn", "N", "N", "C", "N", "N", "N", "O", "O", "H", "H", "H", "H", "H", "C", "O", "C", "C", "C", "C", "C", "C", "N", "C", "N", "C", "C", "C", "C", "C", "C", "O", "C", "N", "C", "C", "C", "C", "C", "C", "O", "C", "H", "H", "H", "H", "H", "H", "H", "H", "H", "H", "H", "H", "H", "H", "H", "H", "H", "H", "H", "H", "H", "H"], "coordinates": [[-0.12, 0.15, -0.42], [-2.08, -0.40, 1.67], [-3.34, -0.07, 1.14], [-3.38, 0.65, -0.01], [-4.54, 1.07, -0.49], [-2.19, 0.87, -0.56], [-2.00, 1.53, -1.71], [-2.86, 2.13, -2.31], [-0.82, 1.47, -2.06], [-2.14, -1.31, 2.11], [-1.79, 0.29, 2.37], [-4.13, -0.01, 1.76], [-5.42, 0.77, -0.10], [-4.50, 1.61, -1.35], [5.51, -4.72, -3.57], [4.81, -3.65, -2.95], [5.38, -2.42, -3.00], [6.57, -2.11, -3.63], [7.03, -0.80, -3.64], [6.30, 0.20, -3.02], [5.10, -0.10, -2.39], [4.64, -1.41, -2.37], [3.41, -1.80, -1.80], [2.59, -1.06, -1.00], [3.19, -0.30, -0.07], [2.63, 0.67, 0.80], [1.27, 0.96, 0.86], [0.89, 1.97, 1.76], [1.81, 2.62, 2.57], [3.15, 2.29, 2.51], [3.57, 1.33, 1.61], [4.87, 0.94, 1.43], [5.87, 1.60, 2.19], [1.28, -1.15, -1.08], [0.74, -1.82, -2.23], [0.80, -1.16, -3.47], [0.42, -1.79, -4.64], [-0.01, -3.11, -4.59], [-0.10, -3.76, -3.38], [0.25, -3.13, -2.19], [0.12, -3.90, -1.07], [-0.24, -3.29, 0.15], [4.92, -5.61, -3.38], [6.50, -4.85, -3.14], [5.59, -4.56, -4.65], [7.14, -2.88, -4.12], [7.96, -0.56, -4.14], [6.66, 1.22, -3.02], [4.51, 0.69, -1.94], [3.00, -2.61, -2.23], [4.20, -0.37, 0.00], [-0.15, 2.27, 1.83], [1.48, 3.40, 3.26], [3.87, 2.79, 3.15], [6.81, 1.17, 1.87], [5.74, 1.43, 3.26], [5.87, 2.67, 1.99], [1.17, -0.14, -3.48], [0.47, -1.26, -5.58], [-0.28, -3.63, -5.50], [-0.44, -4.79, -3.33], [-0.60, -4.10, 0.79], [-1.05, -2.57, 0.00], [0.60, -2.80, 0.65]], "nbo_charge": [1.478, -0.649, -0.413, 0.646, -0.753, -0.566, 0.641, -0.362, -0.441, 0.387, 0.384, 0.398, 0.423, 0.452, -0.254, -0.518, 0.347, -0.292, -0.201, -0.219, -0.240, 0.070, -0.603, 0.668, -0.570, 0.050, -0.572, -0.265, -0.203, -0.314, 0.346, -0.529, -0.252, -0.772, 0.073, -0.231, -0.223, -0.193, -0.232, 0.248, -0.498, -0.239, 0.207, 0.185, 0.184, 0.227, 0.224, 0.223, 0.222, 0.433, 0.440, 0.178, 0.216, 0.226, 0.207, 0.184, 0.185, 0.223, 0.228, 0.226, 0.234, 0.203, 0.147, 0.192], "orbital_gap_ev": [6.4, 6.6], "lumo_ev": [-3.437, -3.409], "multiplicity": 6, "e_tot_ev": -77758.7609, "e_above_lowest_ev": 0.3179, "charge": 1}



(6)
{"formula": "C4H2O2", "method": "wB97M-V/def2-TZVPD", "species": ["O", "C", "C", "C", "C", "O", "H", "H"], "coordinates": [[2.18, -1.38, 0.83], [1.22, -0.79, 0.60], [1.05, 0.25, -1.09], [-0.10, 0.73, -1.10], [-1.24, 0.75, -0.27], [-1.20, 0.11, 0.81], [-0.07, -0.40, 0.87], [-2.17, 1.28, -0.49]], "nbo_charge": [-0.414, 0.506, -0.042, -0.424, 0.405, -0.564, 0.353, 0.180], "orbital_gap_ev": 9.0, "lumo_ev": -1.033, "e_tot_ev": -8269.4609, "e_above_lowest_ev": 3.0674, "charge": 0}